# 1
Molecular formula: CH4O4S
Method: DFT, the ωB97M-V functional and the def2-TZVPD basis

Cartesian coordinates (Å):
C -1.128392 0.602043 0.370678
O 0.328192 -2.909830 0.248356
O 1.249838 0.536112 -1.223602
O -0.823456 -0.669050 -0.052928
O 1.819858 0.263836 -0.062651
S 0.183340 -1.608632 0.793872
H -1.449209 1.089284 -0.501959
H -0.216396 1.010056 0.858911
H -1.934480 0.575128 1.139972
H 1.970704 1.111051 -1.570646

Cartesian forces, eV/Å:
C 0.3 0.6 2.9
O -0.1 -1.1 -1.3
O 0.0 0.9 -3.0
O 0.1 -3.6 -1.1
O 1.1 -1.8 3.4
S 0.1 3.1 1.3
H -0.2 1.1 -0.9
H -0.6 0.5 -0.5
H 0.4 0.1 -0.5
H -1.1 0.1 -0.3

Computed properties:
Maximum force = 4.00 eV/Å
Energy relative to the best compared isomer or geometry (same formula, charge and spin) = 137.1 kcal per mole
Kohn-Sham gap (spin up / spin down) = 8.64 / 6.35 eV
HOMO (spin up / spin down) = -9.37 / -7.95 eV

=====

# 2
Molecular formula: C25H26MnN7O3S4
Method: DFT, the ωB97M-V functional and the def2-TZVPD basis

Cartesian coordinates (Å):
Mn -0.182123 -0.369897 -0.794579
C 2.171114 -3.854947 -0.779973
C 1.088833 -2.907976 -1.215285
O 1.033588 -1.759698 -0.697168
C 0.143409 -3.335551 -2.177215
C -0.934145 -2.577770 -2.584750
C -1.818913 -3.048243 -3.696261
N -1.221306 -1.379533 -2.008388
N -2.285335 -0.769185 -2.547432
C -2.670448 0.382896 -2.175414
O -1.859454 1.036585 -1.170130
C -3.746044 1.108082 -2.812546
C -4.702909 0.405090 -3.554423
C -5.684661 1.084121 -4.243616
C -5.728447 2.469798 -4.207672
C -4.778555 3.174282 -3.485593
C -3.791298 2.505858 -2.790215
H 2.865791 -3.365908 -0.102499
H 2.718177 -4.240688 -1.634936
H 1.711385 -4.696573 -0.264419
H 0.288460 -4.303225 -2.628287
H -1.450828 -3.979342 -4.113582
H -1.860119 -2.284734 -4.472348
H -2.834543 -3.189474 -3.330540
H -4.642996 -0.668590 -3.597691
H -6.420721 0.533009 -4.807464
H -6.491936 3.001986 -4.750434
H -4.796662 4.253318 -3.475993
H -3.038843 3.080017 -2.269662
S 3.037428 -4.269079 2.883995
C 2.050317 -2.966714 2.731888
S 0.374778 -3.027918 2.193424
C 0.393381 -1.255564 2.125503
N 1.494655 -0.739191 2.537444
N 2.397711 -1.664749 2.894638
C 3.663350 -1.224094 3.337509
C 4.276246 -1.805219 4.439549
C 5.510999 -1.335686 4.848346
C 6.123848 -0.290833 4.177330
C 5.502093 0.289285 3.083793
C 4.269628 -0.173042 2.660402
S -0.949485 -0.360182 1.561634
H 3.795367 -2.610028 4.973773
H 5.996586 -1.791549 5.697141
H 7.084287 0.073529 4.509634
H 5.988534 1.093381 2.553518
H 3.771399 0.255891 1.803408
S -3.052250 3.465985 1.558350
C -3.960201 1.990844 1.531089
C -3.557123 1.176159 0.534938
N -2.548702 1.713483 -0.200868
C -2.159389 2.939552 0.205155
H -4.736854 1.816483 2.247101
H -3.918334 0.187503 0.322674
H -1.321755 3.453481 -0.217697
C 1.592621 3.092522 2.369804
N 1.117982 2.161358 1.372100
C 1.575537 2.008990 0.124428
N 2.471819 2.878637 -0.391608
O 1.109376 1.111245 -0.609316
H 0.874038 3.099897 3.188732
H 1.649014 4.105244 1.963226
H 2.568173 2.796731 2.765497
H 0.566317 1.370484 1.712757
H 3.018190 3.485026 0.194271
H 2.849948 2.644427 -1.295048

Cartesian forces, eV/Å:
Mn -0.5 0.6 1.0
C -0.1 0.4 0.0
C -0.3 -0.1 -0.2
O 1.3 -0.6 0.3
C -0.1 0.2 0.0
C 0.1 -0.1 0.0
C 0.0 0.0 0.0
N -0.1 -0.3 -0.2
N -0.9 1.0 -0.2
C 0.4 -1.6 -0.3
O 0.4 0.5 -0.1
C -0.4 0.7 -0.2
C 0.2 0.1 0.2
C 0.0 0.1 0.0
C 0.0 0.1 0.0
C -0.2 0.1 -0.1
C 0.0 -0.3 0.0
H 0.0 0.0 0.0
H 0.0 -0.1 -0.2
H 0.0 -0.1 0.1
H 0.0 -0.1 -0.1
H 0.0 0.0 0.0
H 0.0 -0.1 -0.1
H -0.1 0.0 0.0
H 0.0 -0.2 0.0
H -0.1 -0.1 -0.1
H -0.1 0.1 -0.1
H 0.0 0.1 0.0
H 0.1 0.0 0.0
S -0.1 -0.4 0.0
C 0.0 -0.5 -0.2
S 0.6 0.8 0.3
C 0.4 -1.0 0.4
N -0.8 1.0 -0.3
N -0.1 -0.9 0.1
C 0.5 0.4 0.2
C -0.1 0.1 0.0
C 0.0 0.0 0.0
C 0.1 0.0 0.0
C 0.0 0.0 0.0
C -0.1 -0.2 0.0
S -0.7 0.3 -0.6
H 0.0 0.0 0.0
H 0.0 0.0 0.1
H 0.1 0.0 0.0
H 0.0 0.1 -0.1
H 0.0 0.0 -0.1
S 0.3 -1.1 -1.1
C 0.3 0.6 -0.2
C -0.5 -0.4 0.4
N 0.6 1.7 0.8
C -0.6 -1.1 0.4
H -0.2 -0.1 0.1
H 0.0 -0.2 -0.1
H 0.2 0.1 -0.3
C 0.3 0.1 0.0
N -0.1 0.0 0.1
C -0.4 0.0 0.3
N 0.1 0.1 0.1
O 0.5 0.2 -0.4
H 0.1 0.0 0.0
H 0.0 0.0 0.0
H 0.0 0.1 0.1
H 0.0 0.1 -0.2
H 0.0 0.0 0.1
H 0.0 0.0 0.0

Computed properties:
Maximum force = 1.95 eV/Å
Total charge = +1
Spin multiplicity = 2
Kohn-Sham gap (spin up / spin down) = 5.31 / 5.28 eV
HOMO (spin up / spin down) = -9.50 / -9.47 eV

=====

# 3
Molecular formula: C5H10O2
Method: DFT, the ωB97M-V functional and the def2-TZVPD basis

Cartesian coordinates (Å):
C 1.796962 0.273260 -1.010476
C 1.066326 -0.345536 0.155642
O 1.638671 -1.009213 0.999874
C -0.413877 -0.041557 0.249508
C -0.737836 1.109271 1.052526
C -1.246037 -0.363581 -0.968458
O -0.944776 -1.234856 1.406242
H 1.594820 -0.311975 -1.915603
H 2.870078 0.256310 -0.812641
H 1.456569 1.296888 -1.190209
H -1.136893 -0.181271 1.823484
H -1.549122 1.744165 0.701178
H 0.088177 1.630621 1.534508
H -2.301559 -0.197478 -0.739614
H -1.119105 -1.399896 -1.292776
H -0.968493 0.306279 -1.789688
H -0.093909 -1.531423 1.796507

Cartesian forces, eV/Å:
C 0.1 0.0 0.0
C 0.2 -0.1 0.2
O -0.2 0.2 -0.3
C 0.0 0.1 0.0
C 0.1 0.2 -0.2
C 0.0 0.0 0.0
O 0.1 0.1 0.2
H 0.0 0.1 0.1
H -0.2 0.0 0.0
H 0.0 -0.1 0.0
H 0.0 -0.4 0.0
H 0.1 -0.1 0.0
H -0.1 -0.1 -0.1
H 0.1 0.0 0.0
H 0.0 0.1 0.1
H 0.0 -0.1 0.1
H -0.2 0.0 -0.1

Computed properties:
Maximum force = 0.46 eV/Å
Energy relative to the best compared isomer or geometry (same formula, charge and spin) = 86.7 kcal per mole
Kohn-Sham gap = 8.95 eV
HOMO = -8.14 eV

=====

# 4
Molecular formula: C17H19F3N6O5
Method: DFT, the ωB97M-V functional and the def2-TZVPD basis

Cartesian coordinates (Å):
O -5.225658 -0.616039 -1.402945
O 1.973586 -1.647699 -1.704863
O 0.848187 -2.720693 -0.155179
F 8.047286 0.603623 3.965285
F 8.234783 -1.618361 3.788005
F 8.430496 -0.468641 2.059494
N 5.344986 -0.480396 4.001102
N 2.263252 1.115308 1.363900
N 0.176388 1.586250 0.324944
O 3.323851 -0.978515 1.020611
O -4.571742 1.496546 -2.082627
C -4.408793 0.140391 -1.970482
C 6.266768 -0.567360 3.033252
C 5.600054 -0.763689 1.734883
C 4.265131 -0.747432 1.986307
C 1.233548 1.927494 1.066479
C 2.291865 -0.080341 0.799807
C 0.204246 0.354277 -0.138542
C 1.265022 -0.496177 -0.013610
N 4.151921 -0.667472 3.364576
N -0.888979 0.057190 -0.903930
N 1.366934 -1.689863 -0.675061
C 7.745902 -0.487718 3.215861
C 2.920886 -0.994139 4.105737
C -6.953340 1.875904 -2.596833
C -5.829430 2.038379 -1.597344
C -1.840891 -0.958873 -0.420272
C -1.406265 1.081248 -1.852786
C -2.475303 -1.638908 -1.655823
C -2.027218 0.374039 -3.044183
C -3.158792 -0.579297 -2.595915
H 6.103218 -0.899138 0.786277
H 1.239844 2.926201 1.399842
H 2.466888 -1.922501 3.733100
H 2.250647 -0.175954 3.952141
H 3.091053 -1.075112 5.190518
H -7.878919 2.310135 -2.229171
H -7.126866 0.813061 -2.808911
H -6.655591 2.331949 -3.556175
H -6.138198 1.554873 -0.611384
H -5.737054 3.076628 -1.362848
H -1.342648 -1.697628 0.187793
H -2.610854 -0.434676 0.189888
H -2.134731 1.719859 -1.385515
H -0.641384 1.733333 -2.241629
H -3.212689 -2.355642 -1.318985
H -1.663797 -2.164338 -2.208563
H -1.237170 -0.182310 -3.526154
H -2.441428 1.110516 -3.748050
H -3.498999 -1.118290 -3.462022

Cartesian forces, eV/Å:
O 1.7 2.5 -1.3
O 0.4 -0.5 -1.0
O 1.1 2.1 -1.2
F 0.4 -0.9 -0.5
F -0.3 0.6 0.8
F -0.5 1.0 -0.2
N 0.0 -0.8 -1.3
N 0.3 0.1 0.1
N 1.7 1.2 1.5
O -1.3 0.6 0.6
O 0.2 -1.1 0.0
C -1.6 -2.6 1.4
C -2.7 -0.3 -2.2
C 2.0 0.5 1.1
C 1.7 -0.1 1.0
C -0.1 -1.8 -1.1
C 0.5 0.3 1.1
C -2.0 0.7 -1.4
C 0.5 1.8 2.3
N -0.7 -0.1 0.0
N -0.1 -0.9 -1.2
N -1.3 -4.4 0.0
C 0.2 -0.5 0.5
C 0.5 0.2 0.2
C 0.6 -0.7 -0.9
C -1.2 -1.4 1.5
C -0.6 0.7 -1.2
C -0.3 -0.8 0.4
C -0.4 0.7 0.4
C -1.1 0.3 0.2
C 1.3 1.0 0.5
H -0.2 0.2 0.1
H 0.3 1.0 0.7
H 0.3 0.2 0.0
H -0.7 0.4 -0.1
H 0.4 0.0 -0.6
H 0.0 0.1 0.0
H -0.1 0.2 0.2
H -0.3 0.1 0.4
H 0.7 0.3 -1.3
H 0.9 0.7 -0.1
H 0.3 -0.1 0.2
H 0.2 -0.4 -0.2
H -0.4 0.3 0.4
H 0.7 0.0 0.3
H -0.1 -0.2 0.0
H -0.6 0.4 0.2
H 0.1 -0.3 -0.4
H 0.3 -0.1 0.2
H -0.5 -0.1 -0.4

Computed properties:
Maximum force = 4.62 eV/Å
Kohn-Sham gap = 8.69 eV
HOMO = -9.22 eV